(P)
70
Properties=species:S:1:pos:R:3 method="wB97M-V/def2-TZVPD" multiplicity=1 molar_mass_da=678.6 charge=-1 gap_ev=7.24 homo_energy_ev=-4.701
La -0.5595 -0.7183 -0.4112
C -2.3185 2.6452 3.0797
C -1.7095 1.4723 2.3795
N -1.5715 1.3967 1.1131
N -1.8673 2.5785 0.4232
C -2.5852 2.3296 -0.6504
N -2.7926 3.4197 -1.4587
S -3.3224 0.8422 -1.1104
C -1.1148 0.3592 3.1900
C -1.0748 0.4230 4.5787
C -0.3943 -0.5609 5.2781
C 0.2373 -1.5662 4.5728
C 0.1451 -1.5531 3.1887
N -0.5283 -0.6301 2.5100
H -2.9911 3.1669 2.4053
H -1.5454 3.3551 3.3893
H -2.8645 2.3330 3.9694
H -2.5148 4.3136 -1.0888
H -3.5687 3.3755 -2.0910
H -1.5410 1.2445 5.1002
H -0.3458 -0.5224 6.3595
H 0.8076 -2.3406 5.0674
H 0.6522 -2.2881 2.5824
C -1.6532 -3.1227 0.9016
C -0.3745 -3.6695 0.6933
C -0.2297 -3.9343 -0.6886
C -1.4105 -3.5411 -1.3278
C -2.2947 -3.0201 -0.3477
H -2.0779 -2.8288 1.8498
H 0.3675 -3.8776 1.4480
H 0.6321 -4.3754 -1.1684
H -1.6015 -3.6313 -2.3847
H -3.3061 -2.6693 -0.4982
C -3.3288 -1.6460 -4.6436
C -2.7311 -0.9133 -5.6584
C -1.6192 -0.1573 -5.3631
C -1.0934 -0.1475 -4.0637
N -1.6435 -0.9047 -3.1034
C -2.7442 -1.6018 -3.3957
C 0.0636 0.7173 -3.6752
C 0.6292 1.5790 -4.6201
C 1.6847 2.4074 -4.2717
C 2.1754 2.3673 -2.9739
C 1.5944 1.5063 -2.0503
C 0.5195 0.6551 -2.3489
H -4.2198 -2.2365 -4.8062
H -3.1318 -0.9213 -6.6653
H -1.1545 0.4355 -6.1351
H -3.1854 -2.1471 -2.5730
H 0.2557 1.6343 -5.6347
H 2.1152 3.0743 -5.0099
H 3.0057 3.0032 -2.6850
H 2.0183 1.4952 -1.0503
C 3.6959 2.3074 2.8711
C 2.4034 2.4609 2.3153
C 1.8485 1.4388 1.5980
C 2.5203 0.2019 1.3782
C 1.8765 -0.8555 0.6338
C 2.6278 -2.0076 0.5187
C 3.9465 -2.1487 1.0323
C 4.5266 -1.1388 1.7374
C 3.8147 0.0733 1.9390
C 4.3810 1.1429 2.6830
H 4.1448 3.1161 3.4365
H 1.8549 3.3860 2.4482
H 0.8606 1.5860 1.1762
H 2.2174 -2.8622 -0.0130
H 4.4858 -3.0779 0.8741
H 5.5269 -1.2421 2.1457
H 5.3752 1.0146 3.0993


(Q)
70
Properties=species:S:1:pos:R:3 method="wB97M-V/def2-TZVPD" multiplicity=1 molar_mass_da=678.6 charge=-1 gap_ev=6.91 homo_energy_ev=-4.384
La 1.3925 -0.1429 -0.1191
C -0.1279 2.7695 3.5465
C 0.2905 2.1881 2.2296
N 1.0833 1.1814 2.1193
N 1.4427 0.6039 3.3147
C 2.4269 -0.2735 3.2929
N 2.6339 -0.8457 4.5264
S 3.4910 -0.7519 2.0291
C -0.3050 2.7697 0.9954
C -1.3264 3.7097 1.0914
C -1.9047 4.1949 -0.0674
C -1.4363 3.7498 -1.2908
C -0.4148 2.8176 -1.2930
N 0.1314 2.3318 -0.1830
H 0.4197 2.2988 4.3523
H -1.1980 2.6045 3.7027
H 0.0514 3.8482 3.5563
H 1.8721 -0.7782 5.1803
H 3.1790 -1.6903 4.5219
H -1.6794 4.0359 2.0584
H -2.7201 4.9058 -0.0121
H -1.8611 4.0931 -2.2243
H -0.0143 2.4326 -2.2233
C 3.4889 1.8473 -0.2992
C 3.8835 0.7298 -1.0790
C 3.5386 1.0007 -2.4195
C 2.9198 2.2709 -2.4722
C 2.9123 2.7924 -1.1618
H 3.7033 1.9851 0.7493
H 4.5145 -0.0811 -0.7413
H 3.7772 0.3727 -3.2662
H 2.5364 2.7589 -3.3589
H 2.5130 3.7535 -0.8688
C 1.3908 -2.4681 -4.5574
C 0.9473 -3.7527 -4.2824
C 0.6871 -4.1140 -2.9776
C 0.8667 -3.1938 -1.9389
N 1.3336 -1.9605 -2.2164
C 1.5715 -1.6163 -3.4863
C 0.5523 -3.5099 -0.5143
C -0.0625 -4.7277 -0.1977
C -0.3998 -5.0273 1.1120
C -0.1074 -4.1045 2.1116
C 0.5141 -2.9081 1.7762
C 0.8520 -2.5482 0.4641
H 1.5975 -2.1335 -5.5648
H 0.8011 -4.4695 -5.0819
H 0.3412 -5.1131 -2.7618
H 1.9250 -0.6040 -3.6366
H -0.3085 -5.4537 -0.9647
H -0.8885 -5.9653 1.3475
H -0.3640 -4.3210 3.1439
H 0.7399 -2.2217 2.5918
C -4.1241 0.8560 2.1824
C -2.8821 0.3028 2.5749
C -1.9617 -0.0481 1.6258
C -2.2000 0.1234 0.2321
C -1.1636 -0.1777 -0.7274
C -1.5747 -0.0983 -2.0438
C -2.8784 0.2963 -2.4471
C -3.8045 0.6854 -1.5260
C -3.4824 0.6093 -0.1448
C -4.4179 0.9898 0.8540
H -4.8498 1.1454 2.9344
H -2.6618 0.1511 3.6255
H -1.0279 -0.4999 1.9411
H -0.8744 -0.3348 -2.8475
H -3.1284 0.3187 -3.5037
H -4.7896 1.0298 -1.8245
H -5.3821 1.3804 0.5413


(P) wins, 16.1 kJ/mol ahead of the next structure.


(P)
19
Properties=species:S:1:pos:R:3 method="wB97M-V/def2-TZVPD" multiplicity=1 molar_mass_da=133.2 gap_ev=9.03 homo_energy_ev=-8.325
C -0.5566 -0.5184 -1.1950
C -0.7898 0.3367 0.0518
C -0.6759 -0.4923 1.3257
C -2.2051 1.0136 -0.0183
S 0.4577 1.7585 0.2815
N 1.9338 1.0881 0.0746
C 2.8217 0.2354 -0.0410
O 2.7174 -1.1575 -0.0678
H -1.2461 -0.2189 -1.9495
H 0.5587 -0.5878 -1.5683
H -0.8416 -1.5032 -0.9549
H -0.5843 0.1793 2.2388
H 0.1987 -1.1402 1.5112
H -1.3551 -1.3569 1.3725
H -2.1814 1.6411 -0.9608
H -2.8407 0.1050 -0.2523
H -2.5496 1.5404 0.9377
H 3.7713 0.5650 -0.1708
H 3.3671 -1.4878 -0.6151


(Q)
19
Properties=species:S:1:pos:R:3 method="wB97M-V/def2-TZVPD" smiles="O=CCNCCCS" multiplicity=1 molar_mass_da=133.2 gap_ev=9.74 homo_energy_ev=-9.097
O -1.3355 -3.7648 -0.9081
C -1.1675 -2.7595 -0.1759
C 0.1500 -2.2417 0.2889
N 0.1134 -0.7981 0.3288
C 0.2562 -0.0748 -0.8800
C -0.3766 1.3424 -0.4843
C 0.1557 2.2513 0.6092
S 1.8388 2.8675 0.2035
H -1.8709 -2.0851 0.0249
H 0.0020 -2.6697 1.4001
H 1.0283 -2.7993 -0.1837
H 0.4460 -0.3968 1.2090
H 1.3577 -0.0601 -1.3482
H -0.2807 -0.6917 -1.6542
H -0.2744 1.8699 -1.4420
H -1.5353 1.1548 -0.1513
H -0.5494 3.1417 0.7219
H 0.2475 1.6920 1.5896
H 1.7948 4.0220 0.8516


(R)
19
Properties=species:S:1:pos:R:3 method="wB97M-V/def2-TZVPD" multiplicity=1 molar_mass_da=133.2 gap_ev=5.36 homo_energy_ev=-7.855
O -2.7138 0.0023 -0.4968
C -2.2735 -0.5143 0.5890
C -0.9919 0.0482 1.3414
C -0.4766 1.2006 0.5866
C 1.0119 1.1528 0.7662
S 1.8217 -0.3134 0.9140
C 2.3871 -0.6276 -0.8680
N -0.9727 -1.3089 0.7288
H -3.0251 -1.0298 1.2002
H -0.8765 -0.0152 2.4770
H -1.0058 2.1017 0.8737
H -0.7180 1.0680 -0.5080
H 1.4499 2.0089 1.1698
H -0.7078 -0.2923 -2.5949
H 1.5998 -1.1051 -1.4432
H 3.3074 -1.2245 -0.8127
H 2.6396 0.3421 -1.2277
H 0.0437 -0.2022 -2.5535
H -0.4995 -1.2912 -0.1417


(P) wins, 33.3 kJ/mol ahead of the next structure.


(P)
7
Properties=species:S:1:pos:R:3 method="wB97M-V/def2-TZVPD" multiplicity=1 molar_mass_da=90.6 gap_ev="6.43 / 6.92" homo_energy_ev="-8.511 / -7.887"
C -1.8226 -0.3599 -0.2144
C 1.2426 0.4176 0.6853
Si -0.0290 -0.7267 -0.2533
Cl 1.1981 2.1342 0.6746
H 1.5765 0.3550 -0.6473
H 0.2640 -2.1272 -0.6500
H -2.4296 0.3070 0.4051


(Q)
7
Properties=species:S:1:pos:R:3 method="wB97M-V/def2-TZVPD" smiles="ClC1=C[SiH2]1" multiplicity=1 molar_mass_da=90.6 gap_ev=9.46 homo_energy_ev=-9.050
Cl -2.4529 0.1370 -0.3272
C -0.7854 0.1359 -0.1361
C 0.2754 0.9279 -0.2827
Si 0.8492 -0.6795 0.3574
H 0.3287 1.8801 -0.8474
H 1.2101 -1.7134 -0.5752
H 0.5749 -0.6881 1.8113


(Q) wins, 509.9 kJ/mol ahead of the next structure.


(P)
9
Properties=species:S:1:pos:R:3 method="wB97M-V/def2-TZVPD" multiplicity=1 molar_mass_da=185.0 gap_ev=8.98 homo_energy_ev=-8.854
C 1.3131 -0.4492 0.0228
N -0.9795 0.0456 -0.2014
N -1.9341 0.8741 -0.0166
N 0.2876 0.5617 -0.1679
I -3.6903 -0.1823 -0.0517
H 1.2441 -0.7121 1.1121
H 0.9257 -1.4261 -0.5704
H 2.3097 -0.1981 -0.2447
H 0.5235 1.4864 0.1178


(Q)
9
Properties=species:S:1:pos:R:3 method="wB97M-V/def2-TZVPD" multiplicity=1 molar_mass_da=185.0 gap_ev=8.89 homo_energy_ev=-8.876
C -0.3613 1.3300 -0.3763
N 0.5184 -0.8182 0.1728
N 0.2858 -2.0181 0.4623
N -0.5206 -0.1065 -0.1382
I 2.1381 -2.9840 0.7058
H -0.6138 1.8404 0.5419
H 0.6706 1.3898 -0.3677
H -0.7652 1.8812 -1.2191
H -1.3520 -0.5145 0.2185


(Q) wins, 6.8 kJ/mol ahead of the next structure.


(P)
11
Properties=species:S:1:pos:R:3 method="wB97M-V/def2-TZVPD" multiplicity=2 molar_mass_da=110.2 charge=-1 gap_ev="3.21 / 7.50" homo_energy_ev="0.096 / -4.209"
S 2.0670 -0.5517 3.3005
S 3.0505 -1.2033 1.5472
H 1.3447 0.3814 2.6735
H 2.6341 -2.4763 1.4351
O -2.7681 -0.3966 -1.7609
C -1.8127 -0.1191 -1.0815
C -0.9434 1.0398 -1.4345
H -1.6202 -0.6894 -0.1566
H -0.9135 1.7862 -0.6550
H 0.1339 0.8313 -1.4368
H -1.1723 1.3977 -2.4312


(Q)
11
Properties=species:S:1:pos:R:3 method="wB97M-V/def2-TZVPD" multiplicity=2 molar_mass_da=110.2 charge=-1 gap_ev="3.32 / 6.33" homo_energy_ev="-0.013 / -3.084"
S 2.2600 1.5209 0.4115
S 2.4236 2.7866 2.2159
H 1.0287 1.9296 0.2916
H 3.2098 1.8308 2.9815
O -0.3961 -1.4616 0.8373
C -0.8475 -1.6195 -0.3229
C -1.5843 -0.7758 -1.2049
H -0.6220 -2.6102 -0.7965
H -1.7780 0.1598 -0.7737
H -1.1600 -0.5859 -2.1926
H -2.5343 -1.1748 -1.4471


(P) wins, 47.4 kJ/mol ahead of the next structure.


(P)
19
Properties=species:S:1:pos:R:3 method="wB97M-V/def2-TZVPD" multiplicity=1 molar_mass_da=161.2 charge=+1 gap_ev=9.09 homo_energy_ev=-12.771
C 0.7358 1.6386 -2.4003
C 0.9308 -0.8979 0.1234
C 0.6808 -0.0908 2.6514
C -0.7035 -0.2239 2.1180
C -1.6545 -1.0996 -0.9312
N 1.2552 1.7908 -1.3757
N 0.4678 -0.5005 1.2632
O 1.6227 1.5194 -0.2638
O 0.3229 1.8972 -3.5905
S 0.0878 -1.2621 -1.2640
H 1.9710 -1.3748 0.0856
H 1.0579 0.9786 2.6856
H 0.9426 -0.7179 3.5364
H -1.3134 -1.1047 2.2160
H -1.3479 0.6164 1.9455
H -2.1126 -2.1677 -1.0192
H -2.0580 -0.3803 -1.6586
H -1.8201 -0.7537 0.1845
H 0.9346 2.1328 -4.3065


(Q)
19
Properties=species:S:1:pos:R:3 method="wB97M-V/def2-TZVPD" multiplicity=1 molar_mass_da=161.2 charge=+1 gap_ev=9.10 homo_energy_ev=-12.940
C -0.3553 -0.1567 2.1827
C 0.7136 -0.6403 1.4645
C -0.1700 0.8857 0.1021
C 1.7481 -0.5719 -0.7266
C -1.8912 0.5570 -1.7113
N 0.7521 -0.0433 0.2368
N -0.9500 0.8185 1.4512
O 0.5287 1.2956 -2.4186
O 1.5833 -1.6002 1.7325
S -0.4641 1.7642 -1.4816
H -0.7336 -0.3770 3.0858
H 2.2076 -1.5419 -0.3636
H 1.2043 -0.8295 -1.7275
H 2.5887 0.0942 -0.9412
H -2.2261 0.2379 -0.7360
H -1.4278 -0.1892 -2.2533
H -2.7460 0.9058 -2.2329
H -1.8389 1.3625 1.6813
H 1.4767 -1.9714 2.6556


(Q) wins, 347.7 kJ/mol ahead of the next structure.